[1]
# C33H37N8O9P2S4Sr

A structure of composition C33H37N8O9P2S4Sr (wB97M-V/def2-TZVPD, the Open Molecules 2025 dataset).

Total charge: -1
Lowest unoccupied orbital energy: 1.907 eV
DFT total energy: -127939.832 eV
ΔE to the lowest compared entry with this formula, charge and spin: 0.826 eV

```
94
Properties=species:S:1:pos:R:3:forces:R:3
Sr -0.271872 -0.362443 1.278641 -1.23 0.30 -1.34
N 3.850386 -0.781839 2.222418 0.24 0.08 -0.03
C 2.880175 -1.626484 3.023657 0.22 -0.12 -0.05
C 3.678273 -2.505096 3.982821 -0.03 -0.03 0.04
P 1.972948 -2.641742 1.773790 -0.19 0.35 0.44
O 3.165831 -3.581805 1.193742 0.06 -0.16 -0.06
O 0.907018 -3.436868 2.434457 0.08 -0.11 -0.03
O 1.618420 -1.676232 0.686519 0.57 -0.37 -0.07
P 1.943392 -0.325415 3.994848 -0.32 -0.19 -0.28
O 0.936094 -1.167471 4.891183 -0.16 -0.13 0.26
O 3.005031 0.331374 4.794189 0.10 0.05 0.00
O 1.156805 0.458507 2.979665 0.36 0.24 0.23
H 4.694294 -1.311984 2.006718 0.00 0.02 -0.10
H 4.112184 0.037222 2.783654 0.01 -0.02 0.03
H 3.489693 -0.451694 1.298983 -0.13 -0.03 0.07
H 4.455694 -3.064284 3.452482 -0.03 -0.01 0.00
H 2.994514 -3.219484 4.442394 0.02 0.02 0.02
H 4.136502 -1.909533 4.772919 -0.01 0.03 -0.02
H 3.165698 -4.432376 1.647850 -0.05 -0.01 -0.02
H 0.030959 -1.217498 4.513763 0.16 0.07 -0.06
S -5.796788 3.459531 -2.709251 -0.14 0.02 -0.10
C -6.061740 4.898851 -1.828666 0.02 0.12 0.11
C -5.170210 5.028150 -0.808481 0.01 -0.05 -0.01
C -4.252586 3.944041 -0.734816 -0.06 0.06 -0.08
C -4.470361 3.010128 -1.708470 0.21 -0.13 0.10
C -3.719918 1.769415 -1.957043 -0.07 0.05 -0.04
C -2.803873 1.279499 -0.992988 -0.12 0.03 0.09
N -2.082802 0.194317 -1.153308 0.00 0.19 0.07
C -2.191125 -0.483633 -2.315700 0.13 -0.15 0.02
C -3.087602 -0.105610 -3.324597 -0.08 0.07 -0.04
C -3.155501 -0.854090 -4.548086 0.04 -0.01 0.05
C -2.317686 -1.887506 -4.766745 -0.02 0.02 0.02
C -1.344740 -2.266310 -3.782065 0.05 -0.10 -0.08
C -0.383316 -3.261718 -4.032308 -0.08 0.17 0.04
C 0.576259 -3.520939 -3.088066 0.13 -0.08 0.01
C 0.502671 -2.809144 -1.867496 -0.04 0.04 0.07
N -0.402884 -1.905632 -1.589219 0.10 -0.06 -0.11
C -1.295953 -1.600433 -2.550163 -0.15 0.20 0.08
C 1.681586 -4.466045 -3.291360 -0.05 0.20 0.20
C 2.816948 -4.591316 -2.538316 0.01 -0.05 -0.13
C 3.693455 -5.591166 -3.037771 -0.01 -0.01 -0.01
C 3.211996 -6.204448 -4.153771 0.13 0.00 0.07
S 1.693485 -5.568108 -4.607527 -0.05 -0.13 -0.12
C -3.862975 1.045253 -3.115652 0.08 -0.09 0.02
H -6.855044 5.576881 -2.099158 -0.01 -0.04 -0.04
H -5.159165 5.866623 -0.126650 -0.01 0.01 -0.01
H -3.476859 3.860297 0.014697 -0.04 -0.01 -0.05
H -2.672366 1.816137 -0.056706 0.03 -0.03 -0.03
H -3.875661 -0.551280 -5.299171 0.01 0.00 0.00
H -2.346499 -2.434772 -5.701884 0.01 -0.01 0.01
H -0.391277 -3.761608 -4.994832 0.05 -0.04 0.01
H 1.234636 -2.978691 -1.091789 0.02 -0.03 0.05
H 3.040936 -3.974677 -1.679779 -0.02 0.03 0.01
H 4.645682 -5.832388 -2.587636 0.00 -0.01 -0.01
H 3.677213 -6.987160 -4.730778 -0.03 0.00 -0.01
H -4.545970 1.359441 -3.897668 -0.01 0.03 0.01
C -4.096377 3.950781 3.789515 0.02 -0.03 0.01
N -3.446894 2.653402 3.753413 -0.07 0.07 0.01
C -3.589031 1.761136 4.774525 0.09 -0.07 -0.03
C -3.001630 0.557039 4.726964 -0.06 0.13 -0.09
C -2.216157 0.232403 3.547661 0.12 -0.23 0.31
O -1.608596 -0.869219 3.494037 0.13 0.04 -0.07
N -2.123361 1.107400 2.523551 -0.30 0.20 0.38
C -2.702240 2.329189 2.608309 0.20 -0.09 -0.25
O -2.613385 3.187144 1.725327 -0.01 -0.05 0.21
H -4.440625 4.136671 4.805559 -0.02 0.02 -0.01
H -4.945437 3.985059 3.104469 0.01 0.00 -0.01
H -3.392043 4.723382 3.491241 0.00 0.01 0.01
H -4.185437 2.094731 5.614279 0.00 0.01 -0.01
H -3.076647 -0.157836 5.530330 0.00 0.00 0.00
N -1.959826 -2.522049 1.033911 0.29 -0.21 0.11
H -2.661808 -2.647773 1.752839 -0.07 0.07 -0.05
H -1.162665 -3.088715 1.327077 0.01 -0.08 0.05
H -2.284257 -2.909046 0.156264 -0.08 0.08 0.03
C 1.925517 5.114166 0.759619 0.02 0.01 0.00
N 1.289469 3.943860 0.205084 -0.09 -0.05 -0.05
C 0.966324 3.717187 -1.115285 0.06 0.02 0.02
C 0.431933 2.466671 -1.157105 0.01 -0.01 -0.07
N 0.412737 1.925054 0.103047 0.01 0.00 0.04
C 0.936355 2.835468 0.887665 0.03 0.04 0.14
H 1.405259 6.016631 0.439530 0.00 0.00 -0.01
H 2.970678 5.170678 0.453855 0.00 0.01 -0.01
H 1.878177 5.053649 1.844822 0.02 0.00 0.00
H 1.175366 4.438661 -1.885941 -0.01 -0.01 0.01
H 0.100466 1.912485 -2.018429 0.00 -0.01 0.02
H 1.084909 2.734209 1.952891 -0.01 -0.06 -0.02
C 6.276081 -0.520616 -2.777820 -0.04 0.02 -0.02
O 4.897694 -0.503524 -3.115226 -0.02 -0.03 -0.16
C 3.972702 -0.086226 -2.218115 0.27 -0.06 0.61
S 4.538474 0.464730 -0.681775 -0.20 -0.03 -0.27
S 2.396764 -0.199219 -2.729791 -0.03 0.06 -0.03
H 6.770575 -0.931092 -3.657260 0.03 0.01 0.00
H 6.462166 -1.147549 -1.905339 0.00 0.01 -0.01
H 6.640753 0.484358 -2.565131 0.02 -0.01 0.01
```
Positions in Å, forces in eV/Å.

Calculated atomic charges, method Mulliken, unit e:
1. Sr 1.75
2. N -0.12
3. C 1.14
4. C -2.01
5. P 0.92
6. O -0.56
7. O -1.02
8. O -0.56
9. P 0.15
10. O -0.63
11. O -0.80
12. O -0.37
13. H 0.45
14. H 0.36
15. H -0.14
16. H 0.46
17. H 0.39
18. H 0.47
19. H 0.34
20. H 0.50
21. S -0.25
22. C -0.38
23. C -0.74
24. C -0.43
25. C 0.51
26. C 0.65
27. C -0.38
28. N 0.95
29. C -0.61
30. C 0.95
31. C -1.11
32. C -1.01
33. C 0.99
34. C -1.04
35. C 1.33
36. C -1.10
37. N 1.05
38. C -0.91
39. C 0.34
40. C -0.34
41. C -0.71
42. C -0.39
43. S -0.24
44. C -0.93
45. H 0.43
46. H 0.40
47. H 0.61
48. H -0.27
49. H 0.38
50. H 0.41
51. H 0.38
52. H -0.34
53. H 0.54
54. H 0.39
55. H 0.43
56. H 0.41
57. C -0.94
58. N 0.24
59. C 0.12
60. C -1.30
61. C 0.58
62. O -0.68
63. N 0.49
64. C -0.32
65. O -0.79
66. H 0.34
67. H 0.26
68. H 0.27
69. H 0.28
70. H 0.48
71. N -0.36
72. H 0.15
73. H 0.25
74. H 0.14
75. C -0.98
76. N 0.26
77. C -1.21
78. C -0.82
79. N 1.48
80. C -1.14
81. H 0.33
82. H 0.33
83. H 0.31
84. H 0.49
85. H 0.53
86. H 0.36
87. C -0.76
88. O -0.26
89. C 0.05
90. S -0.47
91. S -0.23
92. H 0.24
93. H 0.30
94. H 0.32

***

[2]
# C33H37N8ORuSSi

A structure of composition C33H37N8ORuSSi (wB97M-V/def2-TZVPD, the Open Molecules 2025 dataset).

Total charge: +2
Lowest unoccupied orbital energy (spin up / spin down): -5.739 / -6.645 eV
DFT total energy: -70072.647 eV
ΔE to the lowest compared entry with this formula, charge and spin: 0.145 eV
2S+1: 6

```
82
Properties=species:S:1:pos:R:3:forces:R:3
Ru -0.025035 -0.157809 0.127582 0.35 -0.30 0.45
C 1.793045 2.680228 3.353720 0.03 -0.13 -0.09
C 1.111221 2.012681 2.198481 1.21 -0.94 -0.03
N 1.541625 0.953889 1.586189 -0.70 0.77 0.10
N 2.714711 0.370339 1.919529 0.61 0.37 1.02
C 3.333318 -0.503555 1.083420 -0.28 -0.32 -0.66
N 4.568536 -0.890479 1.411246 -0.09 0.20 0.28
S 2.593548 -1.086896 -0.301357 -0.11 0.03 -0.05
C -0.056707 2.665571 1.608646 -1.09 0.53 -0.41
C -0.353194 4.010358 1.864535 0.32 -0.56 0.10
C -1.425207 4.607834 1.230907 -0.32 -0.27 -0.33
C -2.180144 3.855121 0.338920 0.11 0.12 0.27
C -1.835001 2.528937 0.140392 -0.14 0.08 -0.07
N -0.812870 1.947911 0.756337 0.48 0.17 -0.10
H 2.483651 2.017998 3.872632 -0.06 0.07 0.07
H 1.050054 3.016271 4.075622 0.05 0.01 0.02
H 2.351992 3.551938 3.006114 0.03 0.01 0.04
H 3.249718 0.738473 2.706536 -0.27 -0.06 -0.30
H 5.074757 -0.518901 2.201496 -0.04 -0.05 -0.06
H 5.042707 -1.539197 0.803057 -0.04 0.04 0.03
H 0.258956 4.588023 2.535651 0.07 0.04 0.12
H -1.679284 5.636986 1.431458 0.04 0.11 -0.02
H -3.021954 4.281680 -0.180601 -0.11 0.03 -0.06
H -2.407031 1.891639 -0.525443 0.02 0.08 -0.05
N -0.257209 -2.888194 2.617826 0.27 -0.21 0.34
C -1.030320 -1.840106 3.065392 -0.30 0.38 0.24
C -1.538902 -1.952273 4.373643 -0.11 0.10 -0.09
C -2.355117 -0.966912 4.873088 0.19 -0.03 -0.25
C -2.643564 0.123946 4.060084 0.11 0.08 -0.16
C -2.066396 0.173509 2.810847 -0.27 0.25 0.50
N -1.262994 -0.769524 2.302666 0.39 -0.23 -0.16
C 0.062107 -3.310425 1.346068 0.09 -0.28 -0.59
C 0.505660 -4.638513 1.209547 -0.02 0.12 -0.10
C 0.800357 -5.124019 -0.041660 -0.10 0.25 0.22
C 0.642060 -4.287065 -1.142846 -0.06 0.21 -0.04
C 0.225264 -2.993947 -0.925500 0.06 -0.61 -0.26
N -0.048184 -2.503405 0.290921 -0.20 0.25 0.37
H -0.116554 -3.603388 3.323756 -0.05 0.21 -0.27
H -1.307365 -2.818795 4.971478 0.06 -0.17 0.04
H -2.761210 -1.029712 5.868937 -0.04 -0.10 0.14
H -3.281655 0.923740 4.400941 -0.05 0.07 -0.02
H -2.249669 1.033260 2.186543 -0.05 -0.10 -0.01
H 0.597516 -5.270937 2.080797 -0.01 -0.02 0.07
H 1.137891 -6.140046 -0.161267 0.04 -0.14 -0.03
H 0.849509 -4.638654 -2.136628 0.04 0.00 -0.22
H 0.109951 -2.297869 -1.751202 0.00 -0.09 0.03
C 1.698227 1.151736 -4.153341 -0.61 0.21 0.67
Si 0.714141 1.827210 -2.660519 1.25 1.14 -0.45
C -0.099215 3.514850 -3.055274 0.11 -0.89 0.10
C 1.976725 2.243918 -1.296801 -0.52 -0.35 -0.47
N -0.426792 0.627852 -2.039518 -0.16 -0.61 0.61
C -1.540499 0.268543 -2.681756 0.00 -0.14 0.20
C -1.886578 0.735645 -3.979019 -0.30 0.03 -0.22
C -3.084386 0.431407 -4.570382 0.23 0.20 -0.18
C -4.003944 -0.395533 -3.926587 0.21 0.02 0.11
C -3.695815 -0.920047 -2.686275 0.05 -0.14 0.36
C -2.499445 -0.606172 -2.063850 -0.29 0.04 -0.20
O -2.185276 -1.060703 -0.817061 0.10 0.25 -0.20
C -3.116017 -1.864977 -0.152473 -0.65 -0.52 0.52
C -3.926295 -1.284655 0.813928 0.35 0.04 -0.41
C -4.791866 -2.075147 1.547452 -0.07 -0.04 -0.02
C -4.888397 -3.432384 1.285935 -0.02 0.03 -0.05
C -4.119429 -3.995636 0.279059 -0.03 -0.07 0.09
C -3.218176 -3.222861 -0.433300 0.32 0.40 -0.11
H 2.389661 1.918034 -4.493757 0.09 0.16 0.00
H 1.073022 0.878846 -4.996904 -0.13 -0.05 -0.14
H 2.285012 0.279688 -3.878350 0.06 -0.14 0.11
H 0.656723 4.153789 -3.501094 0.21 0.08 -0.09
H -0.455616 4.017446 -2.161477 -0.03 0.01 0.25
H -0.927078 3.460299 -3.750347 -0.20 0.00 -0.18
H 2.648361 3.002871 -1.679591 0.11 0.26 -0.24
H 2.584110 1.389130 -1.024688 0.09 -0.08 0.04
H 1.511873 2.649718 -0.406039 -0.09 0.12 0.09
H -1.180049 1.355900 -4.501064 0.10 0.13 -0.11
H -3.322423 0.837675 -5.540095 0.03 0.02 -0.14
H -4.948170 -0.630151 -4.387589 -0.13 -0.05 -0.08
H -4.394273 -1.571350 -2.186623 -0.09 -0.03 0.03
H -3.865289 -0.220675 0.982689 -0.03 0.09 0.02
H -5.405112 -1.622454 2.310092 -0.09 0.05 0.10
H -5.577934 -4.042912 1.847819 -0.06 -0.06 0.04
H -4.224228 -5.044700 0.044548 0.05 -0.07 0.00
H -2.604599 -3.665014 -1.205303 0.06 -0.01 -0.08
```
Positions in Å, forces in eV/Å.

Calculated atomic charges, method Mulliken, unit e:
1. Ru 0.57
2. C -2.10
3. C 0.60
4. N 1.44
5. N -0.99
6. C 0.52
7. N -0.41
8. S -0.33
9. C -0.08
10. C -0.94
11. C -0.95
12. C -0.94
13. C -0.83
14. N 1.91
15. H 0.66
16. H 0.45
17. H 0.34
18. H 0.14
19. H 0.18
20. H 0.26
21. H 0.59
22. H 0.47
23. H 0.54
24. H 0.17
25. N 0.12
26. C 0.42
27. C -1.01
28. C -0.76
29. C -1.39
30. C -0.60
31. N 1.16
32. C 0.05
33. C -0.91
34. C -0.87
35. C -0.97
36. C -0.76
37. N 1.54
38. H 0.25
39. H 0.52
40. H 0.47
41. H 0.58
42. H 0.52
43. H 0.52
44. H 0.46
45. H 0.58
46. H 0.32
47. C -1.17
48. Si -0.20
49. C -1.16
50. C -0.65
51. N 0.60
52. C 0.47
53. C -0.76
54. C -1.27
55. C -0.88
56. C -0.95
57. C 0.45
58. O 1.60
59. C -0.83
60. C 0.14
61. C -0.76
62. C -0.76
63. C -0.90
64. C 0.06
65. H 0.41
66. H 0.38
67. H 0.32
68. H 0.45
69. H 0.28
70. H 0.41
71. H 0.66
72. H 0.02
73. H 0.11
74. H 0.42
75. H 0.46
76. H 0.48
77. H 0.55
78. H 0.54
79. H 0.51
80. H 0.47
81. H 0.47
82. H 0.56